Below is a molecular structure, C20H23ClGeI2N2O3PdS, with properties calculated with ωB97M-V/def2-TZVPD.

2S+1: 6
E_LUMO (alpha / beta): 2.07 / 1.59 eV
net charge: -1
ΔE to the lowest compared entry with this formula, charge and spin: 0.0 kcal/mol
frontier orbital gap (alpha / beta): 5.00 / 6.59 eV
HOMO (alpha / beta): -2.93 / -5.00 eV
expectation value of S²: 8.770

Structure (XYZ):
```
54
C20H23ClGeI2N2O3PdS ωB97M-V/def2-TZVPD
Pd -0.361 0.049 -0.096
I -1.355 6.616 3.390
C -0.713 5.096 2.103
C 0.641 4.822 1.979
C 1.048 3.791 1.155
I 3.076 3.341 0.981
C 0.143 2.979 0.421
O 0.552 2.016 -0.322
C -1.236 3.307 0.580
C -2.252 2.455 -0.123
N -2.258 1.086 0.421
C -2.485 0.981 1.862
C -1.195 1.149 2.637
C -1.104 1.898 3.801
C 0.124 1.987 4.437
C 1.218 1.324 3.903
C 1.043 0.595 2.738
N -0.138 0.514 2.134
C -1.642 4.345 1.400
H 1.374 5.398 2.527
H -2.016 2.354 -1.184
H -3.244 2.912 -0.015
H -2.891 0.493 -0.105
H -2.864 -0.025 2.052
H -3.226 1.709 2.214
H -1.968 2.433 4.172
H 0.230 2.591 5.330
H 2.197 1.392 4.355
H 1.858 0.076 2.244
H -2.701 4.556 1.501
S 2.377 -1.183 -0.549
C 0.988 -1.769 0.114
Cl -1.382 -0.158 -2.384
C -2.809 -2.856 -1.545
C -1.860 -2.640 -0.480
O -0.748 -3.351 -0.630
O -2.063 -1.869 0.458
H -2.533 -3.449 -2.402
H -3.745 -2.324 -1.518
C 0.610 -6.243 0.546
Ge 1.585 -4.607 0.055
C 2.095 -4.706 -1.824
C 3.140 -4.419 1.224
C 0.372 -3.071 0.336
H 1.229 -7.127 0.385
H -0.291 -6.334 -0.062
H 0.315 -6.216 1.596
H 2.744 -5.565 -2.006
H 2.613 -3.792 -2.111
H 1.201 -4.802 -2.440
H 3.831 -5.252 1.082
H 2.830 -4.401 2.271
H 3.655 -3.485 0.999
H -0.089 -3.133 1.327
```

Mulliken atomic charge list, values in e, 6 entries: Pd 0.3803; I 0.0038; C -0.2978; C -0.4550; C -0.1447; I 0.0578

=====

Below is a single C20H23ClN2O5S molecule at a distorted geometry, with properties calculated with ωB97M-V/def2-TZVPD.

E_LUMO: 0.52 eV
SMILES: CC[C@@H](C(=O)OCC(=O)Nc1ccc(Cl)c(S(=O)(=O)N(C)C)c1)c1ccccc1
ΔE to the lowest compared entry with this formula, charge and spin: 43.6 kcal/mol
frontier orbital gap: 9.28 eV
HOMO: -8.77 eV

Structure (XYZ):
```
52
C20H23ClN2O5S ωB97M-V/def2-TZVPD
C 4.213 -2.486 2.710
C 2.962 -3.209 2.228
H 2.168 -3.125 2.969
H 3.178 -4.273 2.102
C 2.476 -2.655 0.889
C 1.156 -3.246 0.461
O 0.237 -3.519 1.198
O 1.082 -3.319 -0.871
C -0.197 -3.540 -1.465
H -0.007 -3.918 -2.469
C -0.911 -2.181 -1.546
O -1.071 -1.585 -2.582
N -1.287 -1.735 -0.315
C -1.600 -0.425 0.040
C -1.253 0.661 -0.757
C -1.502 1.949 -0.327
C -2.133 2.175 0.886
C -2.485 1.093 1.687
C -2.211 -0.193 1.273
H -2.459 -1.028 1.910
H -2.961 1.275 2.637
Cl -2.461 3.767 1.437
S -0.910 3.264 -1.422
O -0.627 4.441 -0.660
O 0.144 2.705 -2.210
N -2.176 3.600 -2.445
C -3.292 4.292 -1.852
H -3.852 4.805 -2.635
H -3.968 3.613 -1.318
H -2.890 5.028 -1.161
C -2.513 2.532 -3.353
H -1.583 2.087 -3.695
H -3.050 2.945 -4.207
H -3.133 1.761 -2.878
H -0.746 0.522 -1.697
H -1.210 -2.387 0.461
H -0.770 -4.262 -0.874
C 2.134 -1.172 0.894
C 1.422 -0.597 1.940
C 1.088 0.746 1.906
C 1.436 1.524 0.815
C 2.117 0.951 -0.246
C 2.463 -0.388 -0.205
H 2.993 -0.831 -1.036
H 2.358 1.550 -1.110
H 1.170 2.570 0.778
H 0.547 1.182 2.733
H 1.124 -1.198 2.785
H 3.215 -2.844 0.108
H 4.548 -2.903 3.656
H 4.012 -1.427 2.849
H 5.016 -2.589 1.984
```

Mulliken atomic charge list, values in e, 6 entries: C -1.2828; C -0.8019; H 0.3254; H 0.5061; C -0.0780; C 0.4448

=====

Below is a molecular structure, C20H23ClN2Os at a distorted geometry, with properties calculated with ωB97M-V/def2-TZVPD.

2S+1: 5
E_LUMO (alpha / beta): -7.15 / -10.99 eV
net charge: +2
ΔE to the lowest compared entry with this formula, charge and spin: 78.7 kcal/mol
frontier orbital gap (alpha / beta): 4.19 / 4.91 eV
HOMO (alpha / beta): -11.34 / -15.89 eV
expectation value of S²: 6.049

Structure (XYZ):
```
47
C20H23ClN2Os ωB97M-V/def2-TZVPD
C 1.749 2.095 -4.758
C 2.312 0.955 -5.639
C 0.502 2.750 -5.392
C 2.824 3.145 -4.395
Cl 1.291 1.303 -3.263
H 0.784 3.195 -6.354
H 0.081 3.550 -4.764
H -0.300 2.022 -5.586
H 2.646 1.387 -6.592
H 1.536 0.188 -5.814
H 3.153 0.461 -5.123
H 3.199 3.607 -5.316
H 3.672 2.680 -3.867
H 2.420 3.934 -3.740
C -1.271 -1.720 0.543
C -2.304 -0.900 0.001
C -2.009 -0.677 -1.369
H -3.156 -0.514 0.539
C -0.790 -1.335 -1.665
C -0.330 -1.978 -0.482
H 0.599 -2.545 -0.382
H -1.189 -2.061 1.568
H -2.581 -0.065 -2.057
H -0.292 -1.355 -2.631
C 0.682 0.979 1.595
C -0.708 0.971 1.909
C -1.372 1.819 0.978
H -1.185 0.364 2.678
C -0.388 2.383 0.117
C 0.877 1.854 0.491
H 1.831 2.044 0.009
H 1.449 0.368 2.068
H -2.443 1.998 0.918
H -0.583 3.058 -0.719
Os -0.483 0.171 -0.019
N -1.242 -5.530 3.520
C -0.788 -4.478 3.765
C -0.234 -3.180 4.075
C -0.726 -2.436 5.159
C -0.161 -1.198 5.439
C 0.858 -0.733 4.585
N 1.272 -1.417 3.525
C 0.799 -2.638 3.287
H -1.539 -2.835 5.769
H -0.480 -0.562 6.266
H 1.341 0.232 4.796
H 1.241 -3.208 2.472
```

Mulliken atomic charge list, values in e, 6 entries: C 0.9698; C -1.3298; C -1.3744; C -1.3726; Cl -0.1659; H 0.3677

=====

Below is a molecular structure, C20H23ClN2Pd at a distorted geometry, with properties calculated with ωB97M-V/def2-TZVPD.

2S+1: 5
E_LUMO (alpha / beta): -7.61 / -9.04 eV
net charge: +2
ΔE to the lowest compared entry with this formula, charge and spin: 33.7 kcal/mol
frontier orbital gap (alpha / beta): 6.06 / 5.51 eV
HOMO (alpha / beta): -13.67 / -14.56 eV
expectation value of S²: 6.019

Structure (XYZ):
```
47
C20H23ClN2Pd ωB97M-V/def2-TZVPD
C 0.144 0.622 -5.428
C 1.498 1.114 -5.315
C -0.096 -0.785 -5.664
C -0.961 1.550 -5.371
Cl -0.052 -0.022 -2.214
H -0.087 -0.872 -6.765
H -1.066 -1.097 -5.262
H 0.697 -1.401 -5.224
H 1.769 1.338 -6.362
H 2.173 0.355 -4.901
H 1.553 2.025 -4.707
H -1.090 1.844 -6.429
H -0.725 2.431 -4.761
H -1.875 1.077 -4.993
C 1.340 -1.412 1.792
C 0.864 -2.335 0.836
C 1.194 -1.857 -0.481
H 0.356 -3.287 1.034
C 1.987 -0.645 -0.310
C 1.973 -0.328 1.137
H 2.378 0.588 1.584
H 1.267 -1.514 2.890
H 0.895 -2.273 -1.469
H 2.494 -0.117 -1.098
C -2.038 0.847 1.032
C -2.116 -0.429 1.684
C -2.139 -1.470 0.707
H -2.219 -0.561 2.770
C -2.150 -0.870 -0.602
C -2.201 0.600 -0.394
H -2.422 1.284 -1.193
H -1.907 1.811 1.510
H -2.205 -2.513 0.878
H -2.157 -1.319 -1.570
Pd -0.050 0.179 -0.179
N 3.392 -0.789 6.577
C 2.391 -0.323 6.181
C 1.207 0.264 5.605
C -0.039 0.360 6.223
C -1.086 0.917 5.535
C -0.879 1.367 4.223
N 0.301 1.275 3.609
C 1.325 0.769 4.285
H -0.151 -0.009 7.253
H -2.114 1.034 5.949
H -1.689 1.828 3.640
H 2.313 0.749 3.761
```

Mulliken atomic charge list, values in e, 6 entries: C 0.9590; C -1.1467; C -1.0754; C -1.1426; Cl -0.3440; H 0.4088

=====

Below is a molecular structure, C20H23CoIPTe at a distorted geometry, with properties calculated with ωB97M-V/def2-TZVPD.

2S+1: 2
E_LUMO (alpha / beta): -4.62 / -3.13 eV
net charge: +1
ΔE to the lowest compared entry with this formula, charge and spin: 11.5 kcal/mol
frontier orbital gap (alpha / beta): 6.14 / 7.66 eV
HOMO (alpha / beta): -10.76 / -10.79 eV
expectation value of S²: 1.177

Structure (XYZ):
```
47
C20H23CoIPTe ωB97M-V/def2-TZVPD
Co -0.722 0.060 -0.521
I 1.910 0.611 -1.898
C 1.825 2.474 -0.867
C 2.949 3.255 -0.827
C 2.866 4.554 -0.308
C 1.652 5.053 0.081
C 0.497 4.245 0.064
C -0.756 4.760 0.445
C -1.861 3.956 0.471
C -1.743 2.596 0.160
C -0.551 2.025 -0.250
C 0.579 2.882 -0.356
H 3.889 2.883 -1.203
H 3.754 5.164 -0.259
H 1.547 6.074 0.418
H -0.829 5.801 0.714
H -2.823 4.347 0.763
H -2.643 2.004 0.254
C -4.728 0.640 -0.327
Te -3.257 -0.605 0.656
C -4.152 -2.379 -0.190
H -5.618 0.040 -0.472
H -4.363 0.991 -1.286
H -4.967 1.482 0.314
H -5.220 -2.323 -0.017
H -3.769 -3.258 0.311
H -3.953 -2.431 -1.255
C -0.838 -3.493 0.077
P 0.135 -2.109 -0.644
C 0.576 -2.864 -2.255
C 1.639 -2.236 0.372
C 1.672 -1.492 1.549
C 2.725 -1.625 2.434
C 3.768 -2.487 2.132
C 3.762 -3.194 0.942
C 2.703 -3.073 0.060
H -0.216 -4.385 0.126
H -1.708 -3.701 -0.544
H -1.160 -3.230 1.084
H 0.861 -3.905 -2.093
H 1.394 -2.323 -2.731
H -0.297 -2.832 -2.906
H 0.853 -0.804 1.762
H 2.731 -1.060 3.354
H 4.586 -2.602 2.824
H 4.584 -3.851 0.701
H 2.718 -3.634 -0.861
```

Mulliken atomic charge list, values in e, 6 entries: Co -0.2306; I 0.1852; C 0.1854; C -0.5956; C -0.6127; C -0.8926

=====

Below is a molecular structure, C20H23FN3O4S at a distorted geometry, with properties calculated with ωB97M-V/def2-TZVPD.

E_LUMO: -2.51 eV
net charge: +1
ΔE to the lowest compared entry with this formula, charge and spin: 425.0 kcal/mol
frontier orbital gap: 9.78 eV
HOMO: -12.30 eV

Structure (XYZ):
```
52
C20H23FN3O4S ωB97M-V/def2-TZVPD
N 4.034 2.247 1.820
C 3.126 1.960 2.356
C 1.955 1.685 3.204
C 1.932 2.357 4.473
C 0.930 2.209 5.102
C -0.290 1.580 4.721
C -0.267 1.149 3.457
C 1.064 1.064 2.742
S 1.258 0.381 1.154
O 2.258 -0.483 1.029
O -0.164 -0.171 0.821
N 1.663 1.698 0.281
H 0.244 0.266 -1.152
C 2.419 1.447 -0.864
C 1.927 0.635 -2.072
N 0.275 0.859 -1.832
C -0.107 2.241 -1.773
C 0.381 2.653 -0.248
H -0.381 2.262 0.498
H 0.615 3.654 -0.187
H 0.440 2.739 -2.413
H -1.278 2.267 -1.521
C -0.486 0.024 -2.862
H -0.046 -0.787 -3.085
C -1.694 -0.470 -2.412
O -2.769 0.755 -2.811
H -3.008 0.886 -3.816
H -1.888 -0.489 -1.317
C -2.369 -1.458 -3.048
O -1.460 -2.551 -2.825
C -1.364 -3.143 -1.411
C -2.309 -3.740 -0.904
C -2.369 -4.222 0.417
C -1.099 -3.922 1.052
C -0.059 -3.276 0.540
C -0.317 -3.002 -0.602
F 0.949 -2.286 -1.328
H 0.604 -3.051 1.155
H -1.099 -4.400 2.182
H -3.219 -4.686 1.034
H -3.495 -3.785 -1.539
H -3.483 -1.663 -2.539
H -2.312 -1.430 -4.146
H -0.384 0.838 -3.906
H 2.161 1.072 -2.924
H 2.077 -0.412 -2.153
H 3.275 0.994 -0.619
H 2.793 2.504 -1.466
H -0.952 0.234 3.050
H -1.191 1.372 5.459
H 0.707 2.522 6.274
H 2.775 2.870 4.956
```

Mulliken atomic charge list, values in e, 6 entries: N -0.4846; C -0.5519; C 2.1733; C -1.3474; C -0.0367; C -0.5196

=====

Below is a molecular structure, C20H23FNO3S3Ta, with properties calculated with ωB97M-V/def2-TZVPD.

E_LUMO: -14.53 eV
net charge: +4
frontier orbital gap: 6.11 eV
HOMO: -20.64 eV

Structure (XYZ):
```
52
C20H23FNO3S3Ta ωB97M-V/def2-TZVPD
Ta -0.108 2.559 -0.913
C -3.367 3.187 0.522
C -2.711 4.547 0.702
S -1.016 4.706 0.013
C -0.975 5.403 -1.719
C -1.618 4.651 -2.881
S -1.039 2.889 -3.179
C -2.531 1.816 -3.205
C -3.163 1.504 -1.855
S -3.981 2.977 -1.172
H -4.224 3.133 1.197
H -2.706 2.361 0.815
H -2.567 4.793 1.757
H -3.293 5.357 0.257
H 0.092 5.582 -1.866
H -1.445 6.388 -1.638
H -1.377 5.178 -3.807
H -2.695 4.562 -2.772
H -2.186 0.917 -3.722
H -3.233 2.316 -3.877
H -2.442 1.075 -1.139
H -3.908 0.719 -2.005
C 3.382 -4.691 0.098
C 3.444 -3.716 1.263
C 2.956 -4.254 2.594
C 1.487 -4.638 2.517
C 0.661 -3.507 1.968
C -0.699 -3.454 2.214
C -1.491 -2.395 1.746
F -2.775 -2.407 2.014
C -0.960 -1.350 1.043
C 0.419 -1.362 0.763
C 1.022 -0.310 0.061
O 0.301 0.744 -0.361
C 2.410 -0.395 -0.192
C 3.159 -1.523 0.247
N 2.588 -2.488 0.904
C 1.227 -2.463 1.215
C 3.112 0.585 -0.884
O 3.693 1.361 -1.440
O 1.385 3.251 -1.265
H 3.990 -5.561 0.349
H 3.792 -4.257 -0.814
H 2.367 -5.035 -0.103
H 4.450 -3.311 1.374
H 3.119 -3.512 3.379
H 3.566 -5.120 2.849
H 1.110 -4.899 3.506
H 1.339 -5.522 1.892
H -1.182 -4.237 2.791
H -1.601 -0.545 0.719
H 4.220 -1.611 0.038
```

Mulliken atomic charge list, values in e, 6 entries: Ta 1.1442; C -0.4079; C -0.6071; S 0.0041; C -0.8056; C -0.4526

=====

Below is a molecular structure, C20H23N2Pd at a distorted geometry, with properties calculated with ωB97M-V/def2-TZVPD.

2S+1: 5
E_LUMO (alpha / beta): -3.13 / -6.04 eV
net charge: +1
frontier orbital gap (alpha / beta): 6.88 / 5.77 eV
HOMO (alpha / beta): -10.01 / -11.81 eV
expectation value of S²: 6.025

Structure (XYZ):
```
46
C20H23N2Pd ωB97M-V/def2-TZVPD
C -2.723 0.310 -2.889
C -2.247 -0.853 -3.656
C -4.026 0.188 -2.207
C -2.341 1.648 -3.371
H -4.831 0.280 -2.961
H -4.192 0.981 -1.465
H -4.158 -0.785 -1.718
H -2.859 -0.948 -4.573
H -2.354 -1.795 -3.104
H -1.202 -0.737 -3.975
H -2.991 1.921 -4.224
H -1.305 1.676 -3.732
H -2.478 2.425 -2.609
C -0.035 -1.949 1.404
C -1.380 -1.535 1.334
C -1.782 -1.479 -0.026
H -2.019 -1.340 2.186
C -0.655 -1.856 -0.848
C 0.441 -2.148 0.055
H 1.396 -2.557 -0.263
H 0.531 -2.151 2.306
H -2.778 -1.284 -0.406
H -0.619 -1.955 -1.926
C 0.670 2.032 0.230
C 0.153 1.768 1.555
C -1.239 1.513 1.436
H 0.726 1.822 2.478
C -1.618 1.622 0.077
C -0.441 1.931 -0.707
H -0.368 2.098 -1.774
H 1.669 2.363 -0.045
H -1.904 1.314 2.269
H -2.622 1.578 -0.327
Pd 0.251 -0.022 -0.243
N 6.771 -0.536 4.857
C 5.866 -0.488 4.113
C 4.758 -0.402 3.196
C 4.276 0.838 2.787
C 3.186 0.885 1.903
N 2.572 -0.210 1.448
C 3.071 -1.399 1.793
C 4.156 -1.549 2.670
H 4.725 1.771 3.116
H 2.830 1.858 1.565
H 2.617 -2.292 1.368
H 4.505 -2.553 2.901
```

Mulliken atomic charge list, values in e, 6 entries: C 1.7850; C -1.7575; C -1.5098; C -1.6909; H 0.4250; H 0.3365

=====

Total energy / eV: -129789.731 -57689.297 -39059.883 -40072.352 -83415.404 -47300.339 -65479.375 -27560.312